Entry 1:
The following is a quantum chemistry calculation of C3H4O4Tl as an isolated structure in a non-equilibrium geometry, from the OMol25 dataset.

Last column: Löwdin charge in e.
Positions of all 12 atoms, in Å:
1 Tl 0.92174 0.12127 2.25171  0.6659
2 O 2.19881 0.00995 -2.56432  0.0655
3 O -0.91945 -0.08211 3.26678  -0.6420
4 H -0.45139 -1.57478 -0.14337  0.0729
5 O 1.40453 -0.68293 -0.58161  -0.1004
6 H -1.68293 0.33490 -0.85117  0.1176
7 C 0.00621 -0.61556 0.16223  -0.3149
8 H -0.42357 1.49549 -0.31038  0.1057
9 O 0.07750 0.39741 -1.96981  0.0119
10 H -1.80940 0.26227 3.17905  -0.1011
11 C 1.28729 -0.13622 -1.76811  -0.6728
12 C -0.60933 0.47031 -0.67100  -0.2084

Computed properties:
E_tot, Ha: -590.16600
F_max, eV/A: 1.74
LUMO energy, eV: 3.29
Charge: -1
HOMO-LUMO gap, eV: 6.833
Relative energy (zero: lowest compared OMol25 entry of this formula, charge and spin), eV: 0.000

Entry 2:
The following is a quantum chemistry calculation of C3H4O4Tl as an isolated structure in a non-equilibrium geometry, from the OMol25 dataset.

Last column: Löwdin spin population.
Positions of all 12 atoms, in Å:
1 C -1.73431 -0.48085 -0.11167  0.0036
2 C -0.37836 0.17224 -0.01699  0.0002
3 H -0.31867 0.74275 0.92231  0.0000
4 O -2.76198 0.15012 -0.03729  0.1000
5 C 1.90684 -0.44371 -0.01537  0.0000
6 O 2.19202 0.76711 0.11374  0.0000
7 Tl 4.33080 0.11862 0.08564  0.0000
8 H -4.60106 1.86051 0.37511  0.8959
9 H -0.27189 0.88436 -0.85055  0.0000
10 H -1.73683 -1.57945 -0.28585  0.0003
11 O 0.61422 -0.83239 -0.07426  0.0001
12 O 2.75920 -1.35931 -0.10482  0.0000

Computed properties:
Multiplicity: 2
E_tot, Ha: -590.06134
F_max, eV/A: 4.02
LUMO energy, eV: -0.16
Expectation value of S²: 0.750
Charge: 0
HOMO-LUMO gap, eV: 9.590
Relative energy (zero: lowest compared OMol25 entry of this formula, charge and spin), eV: 0.897

Entry 3:
The following is a quantum chemistry calculation of C3H4O4Tl as an isolated structure in a non-equilibrium geometry, from the OMol25 dataset.

Last column: Löwdin charge in e.
Positions of all 12 atoms, in Å:
1 C 0.01726 0.89917 -0.25900  -0.0033
2 C 0.29808 -0.15783 -1.14838  -0.0886
3 Tl 1.41572 -1.89561 4.26366  1.1109
4 H -1.46591 -0.03057 -1.55867  0.2062
5 H 0.82561 -0.04748 -2.09253  0.1495
6 O -2.11751 0.78465 -0.93364  -0.1509
7 C 0.80300 -0.82074 0.89731  -0.5579
8 O 0.74990 -1.22214 -0.35855  0.1363
9 H 0.23549 1.95976 -0.38965  0.1634
10 H -2.15859 1.68613 -1.26632  0.0383
11 O 1.15486 -1.52547 1.82026  -0.1517
12 O 0.24209 0.37011 1.02550  0.1478

Computed properties:
E_tot, Ha: -589.82390
F_max, eV/A: 5.28
LUMO energy, eV: -4.41
Charge: +1
HOMO-LUMO gap, eV: 8.070
Relative energy (zero: lowest compared OMol25 entry of this formula, charge and spin), eV: 1.693

Entry 4:
The following is a quantum chemistry calculation of C3H4OS as an isolated structure in a non-equilibrium geometry, from the OMol25 dataset.

Last column: Löwdin charge in e.
Positions of all 9 atoms, in Å:
1 H 1.15162 -0.03809 1.66812  0.0831
2 C 0.26729 0.32895 1.09965  -0.4201
3 H 0.65755 -0.43219 -1.90655  0.0690
4 H -0.92240 0.28560 -1.70423  0.0436
5 H -0.48823 0.77866 1.83234  0.1116
6 O -1.10607 -1.58846 0.40711  0.0896
7 C -0.04980 0.02997 -1.24001  -0.3330
8 S 0.79633 1.35310 -0.28073  0.8232
9 C -0.30628 -0.71754 0.12431  -0.4668

Computed properties:
E_tot, Ha: -590.09793
F_max, eV/A: 3.88
LUMO energy, eV: 0.59
Charge: 0
HOMO-LUMO gap, eV: 9.751
Relative energy (zero: lowest compared OMol25 entry of this formula, charge and spin), eV: 0.727

Entry 5:
The following is a quantum chemistry calculation of C3H4OS as an isolated structure in a non-equilibrium geometry, from the OMol25 dataset.

Last column: Löwdin charge in e.
Positions of all 9 atoms, in Å:
1 S -2.88043 -0.14417 -1.66236  0.8466
2 H -0.79979 -1.68114 -1.23679  0.0489
3 H 1.13119 1.11776 0.96845  0.0506
4 C -0.00821 0.49745 -0.57351  -0.0808
5 H -0.01810 -0.16326 1.52137  0.0544
6 H 0.56917 1.07747 -1.23470  0.0382
7 C 0.43861 0.33442 0.67727  -0.0596
8 C -1.42179 -0.75874 -1.21463  -0.3104
9 O -3.84140 -1.20058 -2.04340  -0.5879

Computed properties:
E_tot, Ha: -589.97451
F_max, eV/A: 4.80
LUMO energy, eV: -0.23
Charge: 0
HOMO-LUMO gap, eV: 9.432
Relative energy (zero: lowest compared OMol25 entry of this formula, charge and spin), eV: 4.086

Entry 6:
The following is a quantum chemistry calculation of one molecule with the formula C3H4OS2 in a non-equilibrium geometry, from the OMol25 dataset.

Last column: Löwdin charge in e.
Positions of all 10 atoms, in Å:
1 S -1.33379 1.75782 -0.00459  0.8105
2 C 2.05176 -0.71452 0.05952  0.0186
3 O -0.25844 -0.87656 0.13302  -0.1690
4 H 0.88572 0.97791 -0.06174  0.0473
5 C -1.60260 0.01075 0.02488  -1.0771
6 H 1.85516 -1.76764 -0.06678  0.0650
7 H 3.11937 -0.46152 -0.06373  0.0781
8 C 0.91448 -0.09086 0.11671  -0.3041
9 H -2.59602 1.92290 -0.17210  -0.1528
10 S -3.03563 -0.75827 0.03481  0.6836

Computed properties:
E_tot, Ha: -988.22616
F_max, eV/A: 4.82
LUMO energy, eV: -0.44
Charge: 0
HOMO-LUMO gap, eV: 8.904
Relative energy (zero: lowest compared OMol25 entry of this formula, charge and spin), eV: 2.885

Entry 7:
The following is a quantum chemistry calculation of one molecule with the formula C3H4OS2 in a non-equilibrium geometry, from the OMol25 dataset.

Last column: Löwdin charge in e.
Positions of all 10 atoms, in Å:
1 H -0.03507 1.36486 -0.10717  0.0817
2 S -4.07817 -1.34522 0.10419  0.3682
3 O -4.06460 1.61386 0.61816  -0.5409
4 H 0.92400 0.10426 0.70961  0.0794
5 H 0.68481 0.04250 -1.04162  0.0855
6 H -0.81928 -1.56343 0.41752  0.1141
7 C 0.21376 0.30683 -0.09124  -0.0811
8 C -1.00716 -0.54295 0.10562  -0.2093
9 C -2.21534 -0.11204 -0.09327  -0.4442
10 S -3.74433 0.68852 -0.44355  0.5467

Computed properties:
E_tot, Ha: -988.20962
F_max, eV/A: 3.77
LUMO energy, eV: -0.32
Charge: 0
HOMO-LUMO gap, eV: 8.918
Relative energy (zero: lowest compared OMol25 entry of this formula, charge and spin), eV: 3.336

Entry 8:
The following is a quantum chemistry calculation of one molecule with the formula C3H4P2 in a non-equilibrium geometry, from the OMol25 dataset.

Last column: Löwdin charge in e.
Positions of all 9 atoms, in Å:
1 H -0.51788 2.02914 -0.68596  -0.1116
2 C -0.23551 -0.21554 -0.23230  -0.6919
3 H 1.77387 -1.24551 -0.43457  0.0647
4 H 0.37466 0.36040 2.39392  -0.1118
5 H -1.50515 -0.99506 -1.80607  0.0453
6 P -1.43424 1.16331 -0.03377  0.8364
7 P 1.66588 -0.12938 1.73751  0.7700
8 C 1.00419 -0.71825 0.24038  -0.5294
9 C -1.12583 -0.24911 -1.17915  -0.2716

Computed properties:
E_tot, Ha: -799.26675
F_max, eV/A: 3.06
LUMO energy, eV: -0.83
Charge: 0
HOMO-LUMO gap, eV: 7.600
Relative energy (zero: lowest compared OMol25 entry of this formula, charge and spin), eV: 2.069

Entry 9:
The following is a quantum chemistry calculation of one molecule with the formula C3H4P2 in a non-equilibrium geometry, from the OMol25 dataset.

Last column: Löwdin charge in e.
Positions of all 9 atoms, in Å:
1 H -0.57163 1.12100 1.69705  0.0078
2 H -0.50148 -1.01369 -1.74430  0.0205
3 P -1.74971 1.04357 -0.48387  0.7451
4 C -0.31206 0.01708 0.02727  -0.8859
5 H 0.52022 -1.85206 -0.62363  0.0699
6 P -1.77661 -1.08262 0.48082  0.7710
7 C -0.23176 1.25708 0.73098  -0.3438
8 H 0.34594 2.20324 0.49044  0.0861
9 C -0.36667 -1.21548 -0.73376  -0.4708

Computed properties:
E_tot, Ha: -799.27635
F_max, eV/A: 2.78
LUMO energy, eV: 0.37
Charge: 0
HOMO-LUMO gap, eV: 8.205
Relative energy (zero: lowest compared OMol25 entry of this formula, charge and spin), eV: 1.808

Entry 10:
The following is a quantum chemistry calculation of one molecule with the formula C3H4S in a non-equilibrium geometry, from the OMol25 dataset.

Last column: Löwdin charge in e.
Positions of all 8 atoms, in Å:
1 S 0.91726 1.07774 -0.06741  0.8768
2 C 2.15521 -0.18884 0.11377  -0.3356
3 H -2.48321 0.53707 1.12886  0.0662
4 H 3.03497 0.27092 -0.11318  -0.0726
5 C -0.75848 0.80358 0.05756  -0.4560
6 C -2.01077 0.58348 0.15717  -0.0789
7 H 1.79099 -1.11464 -0.20568  -0.0379
8 H -2.54609 0.77773 -0.71274  0.0381

Computed properties:
E_tot, Ha: -514.71091
F_max, eV/A: 6.34
LUMO energy (alpha / beta), eV: -0.06 / 0.22
Charge: 0
HOMO-LUMO gap (alpha / beta), eV: 7.355 / 8.073
Relative energy (zero: lowest compared OMol25 entry of this formula, charge and spin), eV: 3.582

What is the formula in the fifth record? C3H4OS

Which of these has the highest charge? number 3

Which of these has the highest charge? number 3